Record 1
{
  "formula": "C3H7ClN3",
  "method": "wB97M-V/def2-TZVPD",
  "elements": ["Cl", "N", "N", "N", "C", "C", "C", "H", "H", "H", "H", "H", "H", "H"],
  "positions_angstrom": [[2.67, 0.44, -0.61], [1.02, -2.15, 0.01], [-0.49, 0.04, 1.36], [-1.87, 1.51, 0.12], [-1.04, 0.49, 0.25], [0.22, -1.31, 0.16], [-0.43, -0.36, -0.83], [-0.72, 0.27, 2.40], [-1.92, 2.03, 1.06], [-1.13, -0.86, -1.58], [0.34, 0.16, -1.39], [-2.44, 1.69, -0.72], [1.86, -2.52, 0.51], [3.94, 0.56, -0.75]],
  "nbo_charge": [-0.301, -0.516, -0.689, -0.754, 0.504, 0.641, -0.567, 0.437, 0.438, 0.292, 0.291, 0.451, 0.468, 0.306],
  "orbital_gap_ev": 10.941,
  "total_charge": 1,
  "lumo_energy_ev": -3.77
}

Record 2
{
  "formula": "C29H53NO5",
  "method": "wB97M-V/def2-TZVPD",
  "elements": ["O", "O", "O", "O", "O", "N", "C", "C", "C", "C", "C", "C", "C", "C", "C", "C", "C", "C", "C", "C", "C", "C", "C", "C", "C", "C", "C", "C", "C", "C", "C", "C", "C", "C", "C", "H", "H", "H", "H", "H", "H", "H", "H", "H", "H", "H", "H", "H", "H", "H", "H", "H", "H", "H", "H", "H", "H", "H", "H", "H", "H", "H", "H", "H", "H", "H", "H", "H", "H", "H", "H", "H", "H", "H", "H", "H", "H", "H", "H", "H", "H", "H", "H", "H", "H", "H", "H", "H"],
  "positions_angstrom": [[3.54, 1.93, 2.36], [-2.17, 1.29, 2.16], [1.35, 0.63, -1.15], [2.86, -0.25, 2.49], [1.35, 2.17, 0.48], [0.01, 0.66, 2.17], [1.38, 4.30, -0.70], [-2.49, 3.80, -1.02], [-1.13, 4.13, -0.39], [-0.02, -3.64, 1.35], [4.04, -3.35, -0.80], [-1.11, 1.15, 2.73], [0.40, -1.28, 0.69], [3.44, 3.44, 0.44], [-1.97, -2.16, 0.83], [-0.57, -2.22, 1.42], [5.42, 0.08, 0.46], [-6.29, -3.13, 1.38], [-4.52, 0.54, -1.62], [-4.11, 2.00, -1.74], [3.69, -3.66, -3.30], [3.09, -3.79, -1.91], [4.13, 0.88, 0.62], [4.21, 2.33, 1.14], [-5.46, -1.28, -0.13], [0.97, 1.02, -0.07], [4.33, -1.84, -0.82], [-5.03, 0.18, -0.23], [-5.90, -1.66, 1.28], [0.03, 0.20, 0.80], [3.40, 0.66, 1.93], [5.14, -1.42, 0.40], [2.17, 3.04, -0.32], [-2.77, 2.30, -1.07], [0.03, 4.00, -1.37], [5.22, 2.67, 1.38], [0.97, -3.70, 1.79], [6.09, 0.29, 1.30], [0.05, 3.00, -1.81], [-2.43, -1.19, 1.00], [4.60, -1.71, 1.31], [4.88, -1.58, -1.73], [-5.45, -3.77, 1.11], [-0.98, 0.37, 0.41], [-4.03, 2.27, -2.80], [-0.13, 4.70, -2.19], [6.09, -1.95, 0.40], [-1.15, 5.15, -0.02], [4.63, -4.21, -3.37], [3.18, 4.17, 1.21], [-6.75, -1.04, 1.57], [-4.26, 0.38, 0.52], [3.60, -3.60, 0.16], [-0.96, 1.43, 3.78], [2.18, -3.20, -1.85], [5.93, 0.41, -0.46], [-2.52, 4.22, -2.03], [-0.62, -1.92, 2.47], [-5.32, 0.33, -2.35], [2.02, 4.87, -1.38], [-3.68, -0.10, -1.87], [-5.09, -1.45, 1.98], [-6.59, -3.38, 2.39], [4.11, 3.93, -0.28], [2.43, 2.49, -1.23], [1.40, -1.42, 1.11], [-4.62, -1.92, -0.43], [-2.79, 1.93, -0.04], [-4.88, 2.63, -1.30], [1.21, 4.90, 0.19], [-0.97, 3.47, 0.47], [-0.67, -4.33, 1.88], [4.98, -3.90, -0.88], [3.88, -2.62, -3.55], [0.05, -3.97, 0.31], [-5.89, 0.82, 0.02], [-3.27, 4.28, -0.44], [3.37, -1.32, -0.84], [-6.28, -1.47, -0.83], [-7.11, -3.35, 0.71], [0.84, 0.52, 2.72], [0.44, -1.54, -0.37], [-2.61, -2.91, 1.29], [3.51, 0.74, -0.26], [-1.98, 1.78, -1.60], [3.01, -4.07, -4.05], [2.82, -4.83, -1.73], [-1.94, -2.34, -0.25]],
  "nbo_charge": [-0.486, -0.640, -0.622, -0.597, -0.524, -0.622, -0.400, -0.380, -0.385, -0.602, -0.386, 0.541, -0.412, -0.436, -0.614, -0.206, -0.371, -0.600, -0.386, -0.387, -0.607, -0.389, -0.381, 0.119, -0.387, 0.811, -0.408, -0.399, -0.389, -0.138, 0.816, -0.399, 0.080, -0.409, -0.412, 0.192, 0.207, 0.205, 0.205, 0.216, 0.213, 0.195, 0.198, 0.267, 0.194, 0.205, 0.205, 0.195, 0.198, 0.224, 0.193, 0.210, 0.201, 0.118, 0.196, 0.207, 0.187, 0.195, 0.196, 0.213, 0.191, 0.197, 0.205, 0.226, 0.214, 0.225, 0.192, 0.225, 0.192, 0.203, 0.204, 0.208, 0.192, 0.201, 0.200, 0.192, 0.200, 0.206, 0.190, 0.199, 0.425, 0.223, 0.209, 0.260, 0.184, 0.210, 0.199, 0.199],
  "orbital_gap_ev": 10.295,
  "total_charge": 0,
  "lumo_energy_ev": 0.60
}

Record 3
{
  "formula": "C4H12N2O",
  "method": "wB97M-V/def2-TZVPD",
  "elements": ["O", "N", "N", "C", "C", "C", "C", "H", "H", "H", "H", "H", "H", "H", "H", "H", "H", "H", "H"],
  "positions_angstrom": [[2.09, -2.29, -1.18], [-0.62, 0.37, -0.57], [-2.36, 1.07, 1.23], [0.86, -0.12, -0.49], [-1.54, 1.53, -0.09], [0.97, -1.46, -1.13], [1.29, -0.16, 1.03], [-2.24, 1.82, 1.98], [2.33, -0.36, 1.13], [1.64, 0.58, -1.03], [0.76, -1.41, -2.21], [-0.86, 2.38, 0.12], [1.08, 0.70, 1.55], [-1.15, -0.31, -1.09], [0.06, -2.00, -0.69], [-3.30, 1.36, 0.99], [-2.28, 1.93, -0.86], [0.98, -0.95, 1.69], [2.29, -2.69, -0.37]],
  "nbo_charge": [-0.697, -0.699, -0.833, -0.030, -0.048, -0.078, -0.633, 0.343, 0.201, 0.182, 0.184, 0.184, 0.212, 0.360, 0.149, 0.337, 0.191, 0.208, 0.466],
  "orbital_gap_ev": 9.395,
  "total_charge": 0,
  "smiles": "C[C@@H](CO)NCN",
  "lumo_energy_ev": 0.91
}

Record 4
{
  "formula": "C7H9N4O2",
  "method": "wB97M-V/def2-TZVPD",
  "elements": ["O", "O", "N", "N", "N", "N", "C", "C", "C", "C", "C", "C", "C", "H", "H", "H", "H", "H", "H", "H", "H", "H"],
  "positions_angstrom": [[-4.87, 1.52, 0.42], [-2.93, 0.39, 0.76], [-1.02, -0.38, -1.46], [2.33, 0.31, 1.01], [2.67, 2.34, -0.17], [0.29, -0.95, 0.46], [1.94, 1.24, -0.10], [-1.73, -1.42, -1.28], [0.05, -0.17, -0.63], [-0.45, -2.05, 0.65], [-1.44, -2.36, -0.28], [-3.91, 0.99, 0.68], [0.92, 0.89, -0.95], [1.15, -0.71, 1.08], [2.34, 2.91, -0.82], [3.58, 2.57, 0.37], [2.62, 0.87, 1.84], [0.61, 1.53, -1.75], [3.11, -0.22, 0.69], [-2.22, -3.07, -0.04], [-2.74, -1.54, -1.95], [-0.31, -2.71, 1.47]],
  "nbo_charge": [-0.465, -0.562, -0.435, -0.864, -0.743, -0.512, 0.465, 0.161, 0.466, 0.117, -0.316, 1.028, -0.435, 0.467, 0.399, 0.438, 0.406, 0.263, 0.405, 0.251, 0.231, 0.237],
  "orbital_gap_ev": 8.506,
  "total_charge": 1,
  "lumo_energy_ev": -3.77
}

Record 5
{
  "formula": "C29H48N6O5S2SiV",
  "method": "wB97M-V/def2-TZVPD",
  "elements": ["V", "S", "S", "Si", "O", "O", "O", "O", "O", "N", "N", "N", "N", "N", "N", "C", "C", "C", "C", "C", "C", "C", "C", "C", "C", "C", "C", "C", "C", "C", "C", "C", "C", "C", "C", "C", "C", "C", "C", "C", "C", "C", "C", "C", "H", "H", "H", "H", "H", "H", "H", "H", "H", "H", "H", "H", "H", "H", "H", "H", "H", "H", "H", "H", "H", "H", "H", "H", "H", "H", "H", "H", "H", "H", "H", "H", "H", "H", "H", "H", "H", "H", "H", "H", "H", "H", "H", "H", "H", "H", "H", "H"],
  "positions_angstrom": [[-0.63, 0.68, -0.56], [1.87, 0.85, -0.23], [-1.39, 3.19, -0.20], [1.26, 0.29, 1.69], [1.05, -2.90, -1.06], [1.43, -1.28, 2.09], [-0.40, 0.49, 1.61], [1.94, 1.14, 2.91], [-2.85, -0.64, -0.70], [-0.85, 4.97, -2.11], [-0.61, -0.76, -4.47], [-0.38, 0.80, -2.74], [-0.76, -1.46, -0.84], [0.90, 3.57, -1.45], [-2.44, 0.48, -3.75], [-0.86, 0.66, 4.01], [-1.14, -5.11, -0.67], [-2.33, -5.82, -0.53], [1.75, 4.11, -2.33], [3.73, 2.65, 2.35], [3.00, -1.81, 3.84], [2.39, 2.49, 3.06], [-3.55, -5.15, -0.46], [-2.10, -1.62, -0.74], [-2.97, 1.66, -3.08], [1.32, 5.13, -3.14], [-1.01, -0.80, -5.87], [1.36, 3.47, 2.52], [3.74, -1.70, 1.44], [-0.02, 5.52, -2.97], [2.60, -2.06, 2.39], [-1.21, -3.74, -0.74], [2.58, 2.70, 4.56], [-3.41, -0.59, -3.94], [-2.62, 1.04, 2.28], [-3.61, -3.76, -0.53], [0.69, -1.33, -4.19], [-1.40, 0.22, 2.65], [-1.72, -1.27, 2.68], [-0.13, -2.69, -0.88], [-0.40, 3.97, -1.33], [-1.11, 0.20, -3.63], [-2.43, -3.08, -0.67], [2.18, -3.51, 2.19], [-3.96, -0.75, -3.01], [0.77, -2.29, -4.70], [-0.23, -0.38, -6.51], [1.90, -3.67, 1.15], [4.05, -0.67, 1.57], [-3.00, 0.74, 1.30], [3.61, 2.47, 1.28], [1.51, -0.70, -4.55], [4.13, 3.65, 2.50], [-2.91, -1.51, -4.21], [-2.32, -6.90, -0.46], [4.60, -2.35, 1.63], [-4.12, -0.33, -4.73], [3.41, -1.83, 0.40], [1.98, 5.59, -3.86], [4.44, 1.92, 2.74], [-1.64, 0.51, 4.76], [-2.45, -1.46, 3.46], [1.63, 2.54, 5.08], [-2.39, 2.10, 2.27], [0.81, -1.50, -3.12], [2.92, 3.71, 4.77], [1.33, -3.75, 2.83], [0.61, 0.63, -2.87], [-4.46, -5.72, -0.34], [-1.92, -0.23, -6.02], [-2.14, -1.59, 1.73], [-4.56, -3.23, -0.47], [-0.59, 1.72, 4.00], [0.02, 0.09, 4.29], [-3.41, 0.86, 3.01], [1.15, 3.27, 1.47], [3.26, -0.76, 3.99], [1.22, 2.77, -0.86], [-3.90, 1.94, -3.57], [-2.26, 2.48, -3.16], [1.73, 4.50, 2.61], [-3.18, 1.47, -2.03], [-0.18, -5.62, -0.72], [-0.82, -1.85, 2.88], [-0.43, 6.33, -3.57], [3.31, 1.99, 4.95], [-1.19, -1.83, -6.18], [2.75, 3.70, -2.34], [0.42, 3.40, 3.07], [3.86, -2.43, 4.11], [3.01, -4.18, 2.44], [2.17, -2.06, 4.50]],
  "lowdin_spin": [2.815, 0.024, 0.005, 0.007, 0.003, 0.001, 0.027, 0.001, 0.009, 0.003, 0.001, 0.019, 0.005, 0.009, 0.003, 0.000, 0.000, 0.002, 0.000, 0.000, 0.000, 0.000, 0.001, 0.010, 0.003, 0.004, 0.001, 0.000, 0.000, 0.001, 0.000, 0.001, 0.000, 0.001, 0.004, 0.002, 0.000, 0.003, 0.001, 0.003, 0.009, 0.009, 0.000, 0.000, 0.000, 0.000, 0.000, 0.000, 0.000, 0.002, 0.000, 0.000, 0.000, 0.000, 0.000, 0.000, 0.000, 0.000, 0.000, 0.000, 0.000, 0.000, 0.000, 0.000, 0.000, 0.000, 0.000, 0.003, 0.000, 0.000, 0.000, 0.000, 0.000, 0.000, 0.000, 0.000, 0.000, 0.003, 0.000, 0.000, 0.000, 0.001, 0.000, 0.000, 0.000, 0.000, 0.000, 0.000, 0.000, 0.000, 0.000, 0.000],
  "orbital_gap_ev": [6.779, 8.069],
  "total_charge": 0,
  "spin_multiplicity": 4,
  "s_squared": 3.76,
  "lumo_energy_ev": [-0.21, -0.21]
}

Listing strongest force on any atom for the structures above in their given order: 3.183, 0.959, 4.037, 5.325, 0.463 eV/A.
Listing energy above the lowest of the compared OMol25 structures with the same formula, charge and spin for the structures above in their given order: 50.42, 2.66, 85.99, 0.00, 3.80 kcal/mol.